(1)
Density functional theory data (ωB97M-V with the def2-TZVPD basis set) for 9 unconnected molecules or ions with the total composition C36H88BN8O16 in a non-equilibrium geometry.

The geometry in ORCA input format:
```
! RIJCOSX wB97M-V def2-TZVPD def2/J DEFGRID3
* xyz -1 1
O 11.5159 -23.5005 -4.4578
C 12.0117 -23.4565 -3.3271
O 12.3512 -24.4356 -2.5650
B 12.8346 -23.8807 -1.2945
O 12.7450 -22.4135 -1.4527
C 12.4238 -22.1284 -2.6556
O 12.2398 -21.0225 -3.1740
O 14.2278 -24.1988 -1.0199
C 14.4236 -24.6803 0.1804
O 15.4333 -24.7759 0.8416
C 13.0290 -24.8804 0.7469
O 12.1423 -24.3527 -0.1261
O 12.6863 -25.3468 1.8155
C 17.7191 -18.0498 -0.9388
C 18.2840 -17.4808 -2.1921
C 17.9847 -18.3421 -3.5157
O 18.5341 -17.8927 -4.7013
C 18.2878 -18.6594 -5.9035
N 17.7929 -16.1212 -2.2598
H 17.9968 -19.0849 -0.7401
H 16.6329 -17.9917 -0.8690
H 18.1265 -17.5735 -0.0470
H 19.3699 -17.4079 -2.1319
H 16.9071 -18.4220 -3.6594
H 18.4247 -19.2854 -3.1922
H 17.2645 -18.3986 -6.1734
H 18.3907 -19.7245 -5.6958
H 19.0109 -18.1747 -6.5594
H 17.9246 -15.5460 -1.4401
H 18.4761 -15.6666 -2.8485
C 5.0543 -19.7115 -3.9556
C 5.4806 -18.2725 -4.3695
C 4.6216 -17.6091 -5.5126
O 4.8681 -16.1731 -5.6621
C 4.1863 -15.7989 -6.9121
N 5.5054 -17.4045 -3.2132
H 3.9808 -19.8422 -3.8192
H 5.5644 -20.3227 -3.2110
H 5.3062 -20.2094 -4.8920
H 6.5274 -18.3211 -4.6695
H 3.5573 -17.6254 -5.2781
H 4.7501 -18.2674 -6.3718
H 4.1775 -14.7524 -7.2169
H 3.1534 -16.1024 -6.7412
H 4.6503 -16.3677 -7.7179
H 6.0445 -17.8348 -2.4755
H 4.5523 -17.4395 -2.8810
C 1.3937 -30.4101 -8.3327
C 2.6052 -31.3601 -8.3006
C 3.7609 -30.8455 -7.3949
O 4.1167 -29.5207 -7.8197
C 5.0699 -28.8692 -6.9511
N 2.2090 -32.7136 -7.8737
H 1.5623 -29.4639 -8.8470
H 1.0339 -30.1400 -7.3399
H 0.5912 -30.9339 -8.8521
H 2.9987 -31.5374 -9.3015
H 4.6540 -31.4685 -7.4431
H 3.3559 -30.9498 -6.3883
H 5.8343 -29.5224 -6.5302
H 4.5828 -28.4154 -6.0881
H 5.4831 -28.0616 -7.5555
H 2.1024 -32.7992 -6.8730
H 1.2513 -32.8340 -8.1710
C 6.7069 -29.0555 2.0668
C 7.1806 -30.5158 2.3387
C 6.8571 -30.9478 3.7518
O 7.2206 -32.3232 3.9624
C 6.7111 -32.8042 5.1966
N 6.5573 -31.2757 1.3112
H 5.7194 -29.0255 2.5272
H 6.7067 -28.7211 1.0294
H 7.3333 -28.2914 2.5272
H 8.2283 -30.4744 2.0409
H 5.7732 -30.8327 3.7582
H 7.2648 -30.2538 4.4869
H 7.2731 -33.6965 5.4726
H 5.6736 -33.1119 5.0660
H 6.8115 -32.1110 6.0318
H 7.2542 -31.2702 0.5801
H 6.5168 -32.2472 1.5842
C 13.8224 -34.3944 1.8037
C 14.1316 -32.8628 1.9195
C 14.1731 -32.3822 3.3639
O 14.8884 -33.2688 4.1604
C 15.1318 -32.9374 5.4841
N 15.3638 -32.5549 1.1542
H 12.9355 -34.6488 2.3841
H 14.5234 -35.1114 2.2309
H 13.5486 -34.7231 0.8012
H 13.3346 -32.2805 1.4571
H 13.1898 -32.2550 3.8167
H 14.6979 -31.4292 3.2973
H 15.6958 -33.7557 5.9319
H 14.2530 -32.8135 6.1170
H 15.6898 -32.0047 5.5664
H 15.5916 -31.5710 1.1567
H 16.0366 -32.9068 1.8202
C 12.9158 -12.7620 -6.0609
C 11.5923 -12.2763 -5.6545
C 11.1181 -11.0777 -6.4409
O 9.8031 -10.9039 -5.9090
C 9.2592 -9.6570 -6.3442
N 10.7105 -13.4815 -5.7477
H 12.9501 -13.0030 -7.1234
H 13.2609 -13.6175 -5.4803
H 13.7153 -12.0464 -5.8691
H 11.6567 -11.9289 -4.6234
H 11.0503 -11.1363 -7.5272
H 11.7602 -10.2318 -6.1953
H 9.1046 -9.6672 -7.4232
H 10.0120 -8.8748 -6.2464
H 8.3033 -9.4801 -5.8511
H 11.2820 -14.3043 -5.6192
H 10.6320 -13.6256 -6.7443
C 9.7144 -18.8565 -12.9337
C 10.9852 -17.9970 -12.7107
C 11.1576 -17.3918 -11.2322
O 10.1886 -16.4432 -10.8180
C 9.8818 -15.3686 -11.7609
N 12.0243 -18.8418 -13.1517
H 9.4236 -19.6458 -12.2404
H 9.8104 -19.2297 -13.9533
H 8.9001 -18.1331 -12.9731
H 11.0048 -17.2014 -13.4555
H 12.1390 -16.9355 -11.1030
H 11.1050 -18.1582 -10.4590
H 9.1092 -14.7693 -11.2793
H 9.3147 -15.7096 -12.6271
H 10.8437 -14.9619 -12.0730
H 11.7861 -19.3309 -14.0026
H 12.7651 -18.2292 -13.4616
C 8.5736 -20.1712 4.2041
C 9.6145 -19.1518 4.0108
C 10.8704 -19.2938 4.8642
O 11.8442 -18.3942 4.4202
C 13.1457 -18.2538 5.1009
N 9.8533 -19.2069 2.6382
H 8.2536 -20.0937 5.2432
H 8.9131 -21.1663 3.9167
H 7.6753 -20.1291 3.5883
H 9.1681 -18.1733 4.1880
H 11.4803 -20.1961 4.9077
H 10.5717 -18.9415 5.8516
H 13.8428 -17.4717 4.7999
H 13.6917 -19.1541 4.8193
H 12.9241 -18.2477 6.1681
H 10.7766 -18.7974 2.6394
H 10.1758 -20.1597 2.5478
*
```

Calculated values
Orbital gap ... 8.7 eV
Energy relative to the best compared isomer or geometry (same formula, charge and spin) ... 125.2 kcal per mole

Atom charges from the Löwdin analysis, given in e for atoms 1 to 5: O 0.10; C -0.40; O 0.26; B -0.91; O 0.25

***

(2)
Density functional theory data (ωB97M-V with the def2-TZVPD basis set) for 9 unconnected molecules or ions with the total composition C36H88N4O12P2 in a non-equilibrium geometry.

The geometry in ORCA input format:
```
! RIJCOSX wB97M-V def2-TZVPD def2/J DEFGRID3
* xyz 0 1
C -4.4235 -1.6839 -1.1475
O -3.9309 -2.6024 -2.0535
P -2.5047 -2.4761 -2.8138
O -2.0868 -1.1508 -3.1663
O -1.5093 -3.3011 -1.7589
C -0.5147 -4.0921 -2.1520
O -2.6380 -3.5045 -4.0814
C -3.3937 -3.1460 -5.2414
H -5.2436 -1.1028 -1.5692
H -3.4841 -1.1705 -0.9423
H -4.8755 -2.2482 -0.3318
H -0.1509 -3.9953 -3.1749
H -0.7395 -5.1457 -1.9864
H 0.3206 -3.9776 -1.4612
H -3.9089 -2.1969 -5.3888
H -4.2171 -3.8193 -5.4795
H -2.7430 -3.0149 -6.1060
C 7.5639 1.7066 -2.0101
O 6.2222 2.1318 -2.4098
P 5.2789 1.1223 -3.2425
O 4.6916 0.0765 -2.4387
O 4.2728 2.1732 -4.0337
C 3.0366 2.6677 -3.4301
O 6.1453 0.6607 -4.5680
C 6.3992 -0.7356 -4.7238
H 7.8199 0.7638 -2.4936
H 7.5051 1.4864 -0.9442
H 8.3453 2.4525 -2.1553
H 3.0445 2.6803 -2.3402
H 2.3322 1.9598 -3.8671
H 2.6541 3.6147 -3.8110
H 6.4075 -1.1733 -5.7220
H 5.6641 -1.3761 -4.2366
H 7.4392 -0.9176 -4.4529
C 2.6533 -0.1890 3.4527
N 2.4571 -1.2751 4.4103
C 1.3187 -1.8939 4.6446
C 1.3198 -3.0196 5.6257
O 0.2128 -1.5015 4.2531
H 1.7228 0.3752 3.3910
H 2.7370 -0.5488 2.4272
H 3.3406 0.5957 3.7691
H 3.3238 -1.7134 4.6876
H 0.9883 -2.8478 6.6497
H 2.2830 -3.5236 5.5464
H 0.7048 -3.8355 5.2461
C -1.5563 -0.9935 1.1924
N -1.0043 -0.4570 -0.1003
C -0.1437 0.5627 -0.0223
C 0.6864 0.8058 -1.2502
O 0.1572 1.2649 0.9308
H -2.4618 -0.4710 1.5011
H -0.8952 -0.9194 2.0559
H -1.7767 -2.0393 0.9782
H -1.2974 -0.8105 -0.9998
H 0.2453 1.6767 -1.7352
H 0.6762 -0.0713 -1.8973
H 1.7511 0.9597 -1.0749
C -2.1497 3.2715 -0.1088
N -2.9400 4.3980 0.3752
C -2.3905 5.4127 1.0659
C -3.1777 6.6994 1.1650
O -1.2081 5.4640 1.5007
H -2.6654 2.7380 -0.9072
H -2.1946 2.4804 0.6396
H -1.2145 3.6530 -0.5187
H -3.8935 4.4663 0.0494
H -3.5905 6.9474 0.1872
H -2.8155 7.5733 1.7067
H -4.0296 6.4403 1.7938
C -2.1151 -0.9635 7.2472
N -1.7143 -0.1483 6.0116
C -2.5601 0.6016 5.2755
C -1.9909 1.3174 4.0329
O -3.7394 0.6616 5.5924
H -2.7422 -0.2842 7.8246
H -1.3133 -1.3601 7.8700
H -2.7458 -1.7311 6.7987
H -0.8061 -0.2687 5.5864
H -2.1665 2.3930 4.0132
H -2.5318 0.9741 3.1510
H -0.9699 0.9813 3.8522
C -1.4029 3.2229 -4.4706
C -1.5795 4.6742 -4.7750
C -3.0318 5.0111 -4.8550
C -3.1347 6.5106 -5.3784
C -4.5155 6.9031 -5.7729
C -4.6070 8.3387 -6.1731
H -1.9605 2.5093 -5.0772
H -1.8457 3.0228 -3.4949
H -0.3471 3.0334 -4.2769
H -1.1840 5.2664 -3.9497
H -1.0345 5.0170 -5.6546
H -3.6772 5.0058 -3.9766
H -3.6144 4.3419 -5.4881
H -2.7123 7.1141 -4.5750
H -2.3876 6.5211 -6.1721
H -4.9432 6.2504 -6.5339
H -5.1660 6.7602 -4.9100
H -4.6204 8.9313 -5.2584
H -3.7012 8.5802 -6.7293
H -5.3721 8.5515 -6.9198
C 2.9554 -1.9531 -0.5537
C 3.3873 -3.1441 0.4021
C 4.8914 -3.2307 0.7014
C 5.6780 -1.9498 1.1340
C 7.1851 -2.1253 1.3726
C 8.0589 -0.9002 1.3486
H 3.1348 -0.9705 -0.1173
H 1.9044 -2.0281 -0.8330
H 3.2403 -1.9795 -1.6054
H 2.7383 -2.7698 1.1938
H 2.9073 -4.0599 0.0572
H 5.2221 -3.5016 -0.3013
H 5.2547 -4.0796 1.2807
H 5.5600 -1.2566 0.3011
H 5.0966 -1.3605 1.8431
H 7.3306 -2.5051 2.3838
H 7.5176 -3.0224 0.8502
H 9.0528 -0.9125 1.7959
H 8.0773 -0.6673 0.2840
H 7.7132 0.0263 1.8073
C -5.5801 -3.6979 4.6832
C -4.1021 -3.6164 4.3028
C -3.4356 -4.9233 3.9288
C -1.8626 -4.8328 3.6979
C -1.3838 -4.8260 2.1961
C 0.0904 -4.1555 2.0186
H -5.7404 -4.0542 5.7008
H -6.0682 -4.3450 3.9545
H -6.0127 -2.7014 4.5934
H -4.0230 -2.8867 3.4970
H -3.5181 -3.2047 5.1259
H -4.0097 -5.1939 3.0426
H -3.8259 -5.5889 4.6987
H -1.3942 -4.1299 4.3869
H -1.3371 -5.7700 3.8817
H -1.5942 -5.7772 1.7071
H -2.0158 -4.1610 1.6076
H -0.0946 -3.1434 2.3787
H 0.9055 -4.6231 2.5710
H 0.3774 -4.0585 0.9716
*
```

Calculated values
Orbital gap ... 9.2 eV
Energy relative to the best compared isomer or geometry (same formula, charge and spin) ... 0.0 kcal per mole

Atom charges from the Löwdin analysis, given in e for atoms 1 to 5: C -0.10; O -0.22; P 0.48; O -0.20; O -0.20

***

(3)
Density functional theory data (ωB97M-V with the def2-TZVPD basis set) for a molecular structure, C36H88N4O16 in a non-equilibrium geometry.

The geometry in ORCA input format:
```
! RIJCOSX wB97M-V def2-TZVPD def2/J DEFGRID3
* xyz 0 1
C -18.4303 29.6863 12.8313
O -18.2029 29.2203 14.1575
C -18.3530 27.7563 14.1939
C -18.2057 27.3695 15.7010
O -16.7823 27.5065 15.9747
C -16.6042 27.8916 17.3662
H -19.3605 29.3370 12.3832
H -17.6686 29.2771 12.1676
H -18.4756 30.7748 12.8631
H -17.4390 27.5136 13.6519
H -19.3208 27.3883 13.8535
H -18.2903 26.3259 16.0039
H -18.8947 27.8691 16.3820
H -16.7924 27.0725 18.0603
H -17.2886 28.7114 17.5846
H -15.5631 28.1435 17.5679
C -26.7254 22.1536 13.3418
O -25.4900 22.6980 13.7938
C -24.4974 21.7247 13.9577
C -23.1643 22.1111 14.6678
O -23.3079 22.1807 16.1294
C -22.0308 22.2250 16.6790
H -26.6524 21.4790 12.4887
H -27.3684 23.0250 13.2174
H -27.2554 21.6587 14.1556
H -24.2011 21.4684 12.9405
H -24.9460 20.8323 14.3942
H -22.9628 23.1342 14.3503
H -22.2166 21.6034 14.4883
H -22.0050 22.7885 17.6118
H -21.2771 22.8166 16.1593
H -21.6127 21.2277 16.8158
C -18.2062 25.5420 21.4183
O -16.8901 26.0481 21.0706
C -15.8511 25.0432 20.8391
C -15.8258 24.6423 19.3596
O -15.5107 25.7005 18.4374
C -15.5466 25.2968 17.0868
H -18.9824 26.2975 21.5397
H -18.2723 25.0578 22.3926
H -18.5855 24.7002 20.8389
H -15.9942 24.2252 21.5451
H -14.8772 25.5028 21.0077
H -16.7342 24.0845 19.1318
H -15.0149 23.9178 19.2855
H -14.5907 24.7862 16.9698
H -15.6845 26.0459 16.3070
H -16.3610 24.6448 16.7709
C -18.3735 27.1879 19.2495
O -19.5831 27.0821 18.5631
C -20.3628 28.2693 18.3289
C -21.6106 27.8097 17.5222
O -21.7359 28.3459 16.2485
C -21.1736 27.5774 15.2079
H -17.8628 26.2381 19.0909
H -18.4837 27.2235 20.3333
H -17.6718 27.9756 18.9749
H -19.7353 28.8222 17.6299
H -20.4158 28.8500 19.2499
H -22.5705 28.0008 18.0020
H -21.6863 26.7224 17.5077
H -20.4413 26.8170 15.4790
H -20.9734 28.1405 14.2963
H -21.9334 26.8731 14.8692
C -18.7660 21.8477 13.5326
O -19.8625 21.1295 13.0248
C -19.4850 20.2018 11.9726
C -19.6722 20.8380 10.5743
O -19.6795 19.8943 9.4916
C -20.9221 19.1570 9.3913
H -19.2111 22.0132 14.5137
H -18.4782 22.8143 13.1192
H -17.8696 21.2320 13.6068
H -20.2310 19.4071 11.9804
H -18.5670 19.6274 11.8482
H -18.7360 21.3680 10.3994
H -20.4457 21.5810 10.3795
H -21.6047 19.9694 9.1420
H -21.2378 18.7702 10.3602
H -21.0174 18.4464 8.5703
C -22.3383 24.6504 16.8094
O -22.6243 25.7553 17.7005
C -23.7700 26.6234 17.4124
C -25.1458 25.8934 17.3422
O -26.2401 26.7136 17.3521
C -27.3892 25.9286 17.3974
H -21.5450 24.1103 17.3261
H -22.0065 24.9959 15.8303
H -23.0894 23.8654 16.7209
H -23.5378 27.1491 16.4862
H -23.7452 27.4033 18.1735
H -25.1781 25.1112 18.1007
H -25.1556 25.2591 16.4559
H -28.1667 26.6811 17.5288
H -27.4463 25.4201 18.3599
H -27.6350 25.3628 16.4988
C -16.3004 25.4854 14.4857
O -16.6577 24.6669 15.3204
N -15.1637 26.1985 14.5144
C -15.2277 27.4085 13.7317
C -14.2200 25.9741 15.6863
H -16.8704 25.7790 13.5907
H -15.4720 28.2897 14.3249
H -15.9666 27.4202 12.9304
H -14.1908 27.5880 13.4474
H -13.2014 26.3477 15.5808
H -14.4836 26.5732 16.5579
H -14.1058 24.9154 15.9192
C -21.3842 23.5139 19.0610
O -20.4078 23.4854 18.2855
N -21.5332 24.6314 19.7614
C -22.7962 24.9784 20.5093
C -20.5929 25.7583 19.6857
H -22.1014 22.7093 19.2856
H -23.4712 25.7376 20.1142
H -22.4796 25.1737 21.5338
H -23.4560 24.1174 20.4023
H -19.5865 25.6407 19.2839
H -21.0744 26.6184 19.2203
H -20.4532 25.8726 20.7606
C -18.0322 23.7667 15.5289
O -18.0606 23.0281 14.5719
N -19.1422 24.2015 16.1875
C -19.0529 25.2578 17.1901
C -20.4907 23.9730 15.6804
H -17.1132 24.0157 16.0817
H -19.7206 25.2073 18.0502
H -19.1861 26.2331 16.7221
H -18.0505 25.2926 17.6169
H -20.9883 24.8594 15.2871
H -20.4849 23.1863 14.9260
H -21.2178 23.8324 16.4803
C -20.3563 26.9497 12.4666
O -19.3414 27.5477 12.0363
N -20.5375 25.6368 12.5425
C -21.8068 25.0901 13.2239
C -19.4988 24.6248 12.2055
H -21.1815 27.5467 12.8848
H -22.2301 24.3298 12.5674
H -22.4731 25.8432 13.6446
H -21.5602 24.3685 14.0027
H -19.6119 23.9426 13.0480
H -19.7422 24.1474 11.2563
H -18.5551 25.1162 11.9689
*
```

Calculated values
Orbital gap ... 7.0 eV
Energy relative to the best compared isomer or geometry (same formula, charge and spin) ... 1073.5 kcal per mole

Atom charges from the Löwdin analysis, given in e for atoms 1 to 5: C -0.12; O -0.15; C -0.16; C -0.13; O -0.22

***

no.,energy (Ha)
1,-3091.1228
2,-3229.0953
3,-2845.3607